[1]
Molecular formula: C12H22CoO7S
Method: DFT, wB97M-V/def2-TZVPD

Computed properties:
Relative energy (zero: lowest compared OMol25 entry of this formula, charge and spin) in kcal per mole: 0.2
2S+1: 5
Net charge: +1
Total energy in eV: -75587.64200

Element x y z (Å)
Co  -0.1606  0.9250  1.1018
O  0.3004  4.3918  3.3661
C  0.2023  3.4638  2.4354
O  -0.0946  2.3127  2.6936
C  0.2886  3.9681  1.0407
O  -0.3566  2.9124  0.2777
C  -1.6925  3.0725  -0.1809
C  -2.6421  1.8408  0.1195
O  -3.7035  1.8808  -0.3803
O  -2.0465  0.9031  0.8098
H  0.2960  4.0069  4.2582
H  1.3241  4.0496  0.6029
H  -0.2208  4.9471  0.9399
H  -1.6915  3.1371  -1.2521
H  -2.1432  3.9057  0.2938
C  2.1814  -2.3716  -1.5617
C  1.2070  -2.1212  -2.7864
C  0.8738  -0.6253  -2.9127
S  -0.1610  0.0855  -1.6341
O  0.6533  -0.1413  -0.3244
C  -1.5881  -1.0386  -1.5369
C  -1.2757  -2.2607  -0.6439
C  -1.8683  -3.6270  -1.0612
H  2.6397  -3.4313  -1.6433
H  1.6367  -2.2348  -0.6363
H  2.9763  -1.6384  -1.5171
H  0.3221  -2.6803  -2.6813
H  1.6907  -2.4197  -3.7257
H  0.2753  -0.5361  -3.8711
H  1.6957  0.0657  -2.9799
H  -1.8526  -1.2605  -2.5530
H  -2.3751  -0.4222  -1.1212
H  -1.5970  -2.0503  0.3578
H  -0.1970  -2.3518  -0.4812
H  -2.9205  -3.5499  -1.3927
H  -1.7855  -4.2242  -0.2156
H  -1.2896  -4.1099  -1.8559
C  2.1209  -0.6948  3.8584
C  1.9288  -0.1050  2.4809
O  2.5363  0.6984  1.8702
H  1.1398  -0.8632  4.2652
H  2.7824  -0.1242  4.4260
H  2.5907  -1.6848  3.7510

Results of the natural (NBO) charge analysis, in e, for atoms 1 through 8: atom 1 (Co): 1.54, atom 2 (O): -0.62, atom 3 (C): 0.81, atom 4 (O): -0.67, atom 5 (C): -0.19, atom 6 (O): -0.60, atom 7 (C): -0.21, atom 8 (C): 0.78

***

[2]
Molecular formula: C12H22O12
Method: DFT, wB97M-V/def2-TZVPD

Computed properties:
Relative energy (zero: lowest compared OMol25 entry of this formula, charge and spin) in kcal per mole: 6.1
Total energy in eV: -37370.49638
Structure (SMILES): COC(=O)OC.COC(=O)OC.COC(=O)OC.O=C1OCCO1

Element x y z (Å)
C  -4.8441  7.7774  -11.1662
C  -3.5056  7.4887  -10.4374
O  -2.5247  7.8626  -11.3947
C  -3.1192  8.4834  -12.4524
O  -2.5241  8.8647  -13.4005
O  -4.4433  8.6116  -12.2471
H  -5.4992  8.3577  -10.5212
H  -5.3328  6.8636  -11.4936
H  -3.4058  6.4321  -10.1985
H  -3.3986  8.0791  -9.5296
C  4.2951  11.2762  -15.0493
O  3.4746  10.6441  -14.0572
C  2.5966  9.7711  -14.5532
O  2.5457  9.4057  -15.7006
O  1.8302  9.3565  -13.5650
C  0.7346  8.5047  -13.9022
H  5.0363  10.5635  -15.4079
H  4.8147  12.0687  -14.5172
H  3.6850  11.6846  -15.8477
H  0.0448  8.4896  -13.0700
H  1.1215  7.4985  -14.0888
H  0.2425  8.8399  -14.8125
C  5.7465  11.1446  -21.1648
O  6.2021  9.8001  -21.0953
C  5.6570  8.9362  -20.2422
O  5.9890  7.7891  -20.1869
O  4.7349  9.5163  -19.4566
C  4.0202  8.6293  -18.6001
H  4.6624  11.2078  -21.1377
H  6.1089  11.5351  -22.1120
H  6.1872  11.7249  -20.3539
H  4.6980  8.1274  -17.9122
H  3.4598  7.8934  -19.1763
H  3.3158  9.2231  -18.0265
C  4.4281  4.7888  -12.6349
O  5.6371  5.5021  -12.4408
C  5.6113  6.7541  -11.9682
O  6.6108  7.3570  -11.7130
O  4.3622  7.2086  -11.8418
C  4.2702  8.5683  -11.4079
H  3.8531  5.1464  -13.4944
H  3.7803  4.8361  -11.7609
H  4.7017  3.7586  -12.8494
H  4.5103  8.6324  -10.3467
H  3.2656  8.9412  -11.5725
H  4.9508  9.1967  -11.9785

Results of the natural (NBO) charge analysis, in e, for atoms 1 through 8: atom 1 (C): -0.10, atom 2 (C): -0.10, atom 3 (O): -0.49, atom 4 (C): 0.97, atom 5 (O): -0.57, atom 6 (O): -0.48, atom 7 (H): 0.20, atom 8 (H): 0.19

***

[3]
Molecular formula: C12H22S
Method: DFT, wB97M-V/def2-TZVPD

Computed properties:
Relative energy (zero: lowest compared OMol25 entry of this formula, charge and spin) in kcal per mole: 6.4
Total energy in eV: -23630.68355

Element x y z (Å)
C  -2.5337  -1.1134  0.0108
C  0.7264  0.8018  -0.1129
C  -0.3688  -0.9912  1.4110
C  -1.0476  -1.6231  0.2239
C  0.9499  -0.5625  -0.6686
C  1.0003  -0.3400  0.8170
C  -0.1668  -1.4025  -1.0694
C  2.0937  -0.5532  1.7611
C  0.3127  -2.6867  -1.7447
C  1.5048  2.6108  -1.6971
C  -2.5193  1.7920  1.2516
C  1.7980  1.8274  -0.3656
S  -2.6434  0.5499  -0.2505
H  -3.2840  -1.4832  0.7778
H  -0.9881  -0.2594  1.7177
H  -0.1472  -1.6288  2.1751
H  -1.0299  -2.7788  0.2876
H  1.9577  -0.6912  -1.1204
H  -0.2771  1.2761  -0.1159
H  -0.8899  -0.9373  -1.8129
H  2.9592  0.1343  1.6750
H  2.3925  -1.5132  1.5451
H  1.6547  -0.5615  2.7765
H  1.3118  -2.7153  -1.2554
H  0.3568  -2.4581  -2.8305
H  -0.3231  -3.4623  -1.3141
H  2.2276  3.2937  -1.9930
H  0.6136  3.2983  -1.6407
H  1.3855  1.9820  -2.6110
H  -2.7973  1.0320  1.9768
H  -1.4373  2.1078  1.2966
H  -3.3528  2.5848  1.3560
H  1.8316  2.5560  0.3797
H  2.7528  1.3278  -0.5105
H  -4.0232  0.5870  -0.3261

Results of the natural (NBO) charge analysis, in e, for atoms 1 through 8: atom 1 (C): -0.70, atom 2 (C): -0.22, atom 3 (C): -0.40, atom 4 (C): -0.23, atom 5 (C): -0.24, atom 6 (C): -0.01, atom 7 (C): -0.22, atom 8 (C): -0.61

***

[4]
Molecular formula: C12H23BFNO4
Method: DFT, wB97M-V/def2-TZVPD

Computed properties:
Total energy in eV: -25885.40661
Structure (SMILES): COB(O)[C@@]1(CCCF)COC[C@H]1CC(=O)N(C)C

Element x y z (Å)
C  -2.7720  0.1672  3.3561
O  -2.9319  0.4588  1.9227
B  -1.5891  0.6206  1.2608
O  -0.9973  2.0050  1.2316
C  -0.8578  -0.6834  0.5650
C  0.3230  -1.0341  1.6463
C  1.4130  -2.1537  1.1522
C  2.9348  -1.6421  1.5830
F  3.9500  -1.8987  0.4948
C  -2.0623  -1.8135  0.5620
O  -1.5691  -2.8689  -0.3463
C  -0.9817  -2.2079  -1.5228
C  -0.5444  -0.6933  -1.0430
C  -1.1533  0.4741  -2.0187
C  -0.0386  1.6649  -2.3889
O  -0.3600  2.5053  -3.3803
N  1.3047  1.8091  -1.6968
C  1.3596  3.2919  -1.2945
C  2.4564  1.5784  -2.6883
H  -2.7391  1.1653  4.0027
H  -3.6865  -0.5343  3.6618
H  -1.8050  -0.4301  3.6375
H  -1.7757  2.6627  1.3091
H  0.8715  -0.0355  1.9819
H  -0.1616  -1.4647  2.6486
H  1.2219  -3.2083  1.6602
H  1.4455  -2.3469  -0.0012
H  3.2485  -2.1965  2.5919
H  2.9969  -0.4953  1.8133
H  -2.1821  -2.1364  1.7000
H  -3.0439  -1.3911  0.0453
H  -1.8648  -2.1896  -2.2989
H  -0.0061  -2.8084  -1.7626
H  0.6234  -0.6800  -1.1405
H  -1.3743  -0.0531  -3.0669
H  -2.1822  0.9247  -1.6733
H  2.0619  3.4288  -0.3669
H  1.7801  3.9506  -2.1802
H  0.2894  3.7073  -1.0523
H  2.8919  0.4749  -2.6276
H  2.1255  1.7819  -3.7963
H  3.3808  2.2944  -2.4805

Results of the natural (NBO) charge analysis, in e, for atoms 1 through 8: atom 1 (C): -0.28, atom 2 (O): -0.80, atom 3 (B): 1.31, atom 4 (O): -0.94, atom 5 (C): -0.47, atom 6 (C): -0.41, atom 7 (C): -0.45, atom 8 (C): 0.04

***

[5]
Molecular formula: C12H23BN2O10P
Method: DFT, wB97M-V/def2-TZVPD

Computed properties:
Net charge: +1
Total energy in eV: -46236.21114

Element x y z (Å)
C  4.6096  2.9554  0.2447
C  4.1939  1.5193  0.2341
O  3.5020  1.0016  1.0655
O  4.6596  0.7932  -0.8519
C  3.6086  0.2797  -1.6694
C  2.7953  1.4007  -2.2100
N  3.1913  2.1914  -3.1936
C  2.2584  3.1631  -3.4283
C  1.2617  2.9352  -2.5598
O  0.1157  3.5934  -2.4126
B  -0.0261  4.4724  -1.3274
O  -1.2735  4.8577  -0.9696
O  1.0762  4.9126  -0.6720
N  1.5971  1.8204  -1.8084
C  0.8058  1.1870  -0.7369
C  -0.6932  1.2355  -1.0467
C  -1.4255  -0.0367  -1.0326
O  -1.0752  0.7478  -2.2766
H  5.4049  3.1444  -0.4677
H  3.7524  3.5884  0.0234
H  4.9736  3.2013  1.2373
H  4.0942  -0.2624  -2.4726
H  2.9959  -0.3992  -1.0837
H  4.0636  2.0801  -3.6854
H  2.3361  3.9288  -4.1736
H  -1.9548  4.4360  -1.5036
H  0.8281  5.3365  0.1571
H  0.9963  1.6799  0.2121
H  1.0633  0.1384  -0.7087
H  -1.2461  2.0940  -0.6734
H  -0.9837  -0.9772  -1.3145
H  -2.4721  0.0674  -0.7956
C  -4.0030  -5.1626  3.7347
O  -3.2496  -4.0203  3.2889
P  -3.0048  -3.7606  1.7402
O  -3.7513  -4.6521  0.8545
O  -1.4355  -3.7533  1.5644
C  -0.7237  -4.9319  1.9686
O  -3.2719  -2.2134  1.5596
C  -4.6063  -1.7465  1.8124
H  -3.3185  -5.9571  4.0273
H  -4.5846  -4.8512  4.5984
H  -4.6683  -5.5192  2.9519
H  -1.2593  -5.8341  1.6709
H  -0.5783  -4.9220  3.0483
H  0.2416  -4.9104  1.4724
H  -4.6659  -1.3607  2.8286
H  -5.3383  -2.5421  1.6741
H  -4.8158  -0.9486  1.1051

Results of the natural (NBO) charge analysis, in e, for atoms 1 through 8: atom 1 (C): -0.74, atom 2 (C): 0.80, atom 3 (O): -0.54, atom 4 (O): -0.52, atom 5 (C): -0.12, atom 6 (C): 0.40, atom 7 (N): -0.44, atom 8 (C): -0.10

***

[6]
Molecular formula: C12H23BrNO2P
Method: DFT, wB97M-V/def2-TZVPD

Computed properties:
Total energy in eV: -97733.47358
Structure (SMILES): CCCCCCCP(CCC(N)=O)CC(=O)Br

Element x y z (Å)
C  5.0264  1.5211  0.1188
C  4.3459  0.5467  -0.8535
C  3.0475  -0.0851  -0.3084
C  3.1347  -1.6027  -0.1916
C  1.9351  -2.2550  0.4935
C  0.5846  -1.9005  -0.1581
C  -0.1446  -0.7226  0.5261
P  -1.9517  -1.0444  0.6348
C  -2.6256  -0.2684  -0.8960
C  -4.1747  -0.2245  -0.9401
C  -4.7444  1.0503  -1.5364
N  -4.4436  2.2911  -0.9160
O  -5.4416  1.0117  -2.5240
C  -2.5554  0.0299  2.0279
C  -2.5640  1.5361  1.9995
O  -3.4681  2.2023  2.4028
Br  -1.0345  2.4773  1.2368
H  4.3019  2.0369  0.7465
H  5.7153  0.9955  0.7806
H  5.6115  2.2611  -0.4249
H  4.1524  1.0695  -1.7893
H  5.0543  -0.2495  -1.0882
H  2.2225  0.1971  -0.9633
H  2.8379  0.3397  0.6758
H  4.0330  -1.8381  0.3862
H  3.2771  -2.0316  -1.1866
H  1.9429  -1.9747  1.5477
H  2.0638  -3.3375  0.4454
H  -0.0539  -2.7824  -0.1642
H  0.7864  -1.6156  -1.1910
H  0.2031  -0.6131  1.5543
H  0.0610  0.1987  -0.0074
H  -2.1781  0.7012  -1.1109
H  -2.3053  -0.9596  -1.6759
H  -4.6055  -0.3728  0.0539
H  -4.5376  -1.0384  -1.5600
H  -3.6625  2.7647  -1.3499
H  -4.2596  2.1899  0.0721
H  -1.9901  -0.2819  2.9076
H  -3.5964  -0.2227  2.2250

Results of the natural (NBO) charge analysis, in e, for atoms 1 through 8: atom 1 (C): -0.60, atom 2 (C): -0.40, atom 3 (C): -0.40, atom 4 (C): -0.39, atom 5 (C): -0.39, atom 6 (C): -0.41, atom 7 (C): -0.72, atom 8 (P): 0.84